# 1
This record from the OMol25 dataset describes 2 unconnected molecules or ions with the total composition C5H10N. The level of theory is ωB97M-V/def2-TZVPD.

Calculated values
LUMO energy (spin up / spin down) ... -3.5 / -6.6 eV
E_HOMO (spin up / spin down) ... -11.22 / -13.27 eV

ORCA input file:
```
! RIJCOSX wB97M-V def2-TZVPD def2/J DEFGRID3
* xyz 1 3
C 0.840 0.788 -0.055
C 1.562 -0.273 -0.110
C -2.400 0.185 0.749
C -1.630 0.672 -0.387
C 3.060 -0.149 0.036
N -2.124 -0.704 -0.395
H 0.882 1.845 0.054
H 1.202 -1.283 -0.252
H -1.897 -0.070 1.673
H -3.441 0.460 0.887
H -1.978 1.364 -1.132
H 3.530 -0.564 -0.853
H 3.365 0.886 0.155
H 3.383 -0.723 0.903
H -1.450 -1.460 -0.277
H -2.905 -0.975 -0.997
*
```

=====

# 2
This record from the OMol25 dataset describes 9 unconnected molecules or ions with the total composition C11H40O10. The level of theory is ωB97M-V/def2-TZVPD.

Calculated values
LUMO energy ... 0.0 eV
E_HOMO ... -9.81 eV
Structure (SMILES) ... CC(C)O.CC(C)O.CC(C)O.OCCO.O.O.O.O.O

ORCA input file:
```
! RIJCOSX wB97M-V def2-TZVPD def2/J DEFGRID3
* xyz 0 1
O 36.229 10.864 -9.340
H 36.041 10.079 -9.854
H 37.055 10.670 -8.897
O 36.104 21.015 -12.413
H 36.580 21.426 -11.691
H 35.816 20.173 -12.061
O 33.900 16.076 -6.117
H 32.965 16.225 -6.258
H 33.954 15.177 -5.794
O 40.888 20.819 -10.409
H 40.617 20.037 -10.889
H 41.726 20.580 -10.014
O 40.605 9.837 -13.802
H 40.849 8.949 -13.543
H 39.671 9.898 -13.599
C 38.303 14.466 -12.285
C 38.231 15.332 -10.968
O 36.936 15.266 -10.343
O 37.758 15.207 -13.328
H 37.775 13.525 -12.129
H 39.343 14.228 -12.509
H 38.440 16.399 -11.044
H 38.989 15.031 -10.245
H 36.776 14.381 -10.008
H 36.893 15.586 -13.153
C 31.232 16.107 -13.173
C 32.428 15.659 -12.268
C 32.904 14.329 -12.776
O 33.513 16.554 -12.408
H 30.682 16.914 -12.689
H 30.492 15.327 -13.354
H 31.640 16.403 -14.139
H 31.859 15.585 -11.341
H 32.080 13.620 -12.696
H 33.794 13.978 -12.255
H 33.284 14.375 -13.797
H 34.075 16.096 -11.778
C 44.130 14.482 -16.667
C 45.374 14.153 -15.747
C 45.366 12.623 -15.384
O 46.631 14.496 -16.421
H 44.088 13.930 -17.606
H 44.024 15.544 -16.888
H 43.198 14.259 -16.147
H 45.348 14.762 -14.843
H 44.396 12.260 -15.046
H 46.062 12.327 -14.600
H 45.665 12.013 -16.236
H 46.692 15.448 -16.529
C 36.150 17.679 -18.508
C 36.847 17.569 -19.925
C 36.761 18.903 -20.651
O 38.159 17.173 -19.805
H 35.080 17.731 -18.707
H 36.587 18.590 -18.100
H 36.177 16.722 -17.986
H 36.465 16.808 -20.606
H 37.170 19.666 -19.989
H 35.751 19.236 -20.888
H 37.339 19.044 -21.565
H 38.283 16.909 -18.890
*
```

=====

# 3
This record from the OMol25 dataset describes a molecular structure, C16H30BeF3N2O20. The level of theory is ωB97M-V/def2-TZVPD.

Calculated values
LUMO energy ... 2.1 eV
E_HOMO ... -5.22 eV

ORCA input file:
```
! RIJCOSX wB97M-V def2-TZVPD def2/J DEFGRID3
* xyz -1 1
Be -0.498 0.103 -0.125
N -4.069 0.175 -1.225
O -4.555 1.323 -1.164
O -2.827 -0.020 -1.252
O -4.832 -0.797 -1.234
N -1.055 3.592 -0.109
O -2.156 3.517 -0.672
O -0.656 4.651 0.374
O -0.368 2.531 -0.026
C -0.248 -2.883 0.465
O -0.214 -2.200 -0.815
O -0.425 -1.881 1.361
C -1.337 -3.995 0.444
F -0.797 -5.175 0.068
F -2.051 -4.202 1.581
F -2.361 -3.711 -0.391
C 0.403 -2.922 -1.873
C 1.944 -2.716 -1.854
H 2.396 -3.031 -2.795
H 2.295 -1.709 -1.631
H 2.375 -3.270 -1.016
H 0.031 -2.461 -2.790
H 0.211 -3.990 -1.981
H 0.732 -3.304 0.715
C 2.181 3.169 1.983
O 2.041 2.348 3.111
C 1.342 1.202 2.977
O 0.705 0.920 1.994
O 1.633 0.465 4.068
C 0.902 -0.719 4.308
H 2.951 2.702 1.356
H 2.594 4.147 2.227
H 1.400 3.385 1.251
H -0.174 -0.538 4.271
H 1.026 -1.170 5.291
H 1.201 -1.429 3.539
C -1.564 2.361 3.945
O -2.547 1.324 3.957
C -2.877 0.701 2.850
O -2.291 0.769 1.795
O -4.110 0.193 3.075
C -4.761 -0.552 2.050
H -2.100 3.272 4.212
H -1.116 2.573 2.974
H -0.764 2.162 4.657
H -4.137 -1.420 1.838
H -4.881 0.013 1.124
H -5.763 -0.846 2.353
C 3.325 -1.354 1.780
O 3.905 -0.424 0.890
C 3.181 0.239 -0.010
O 2.010 0.064 -0.226
O 3.966 1.127 -0.581
C 3.356 1.953 -1.583
H 2.237 -1.356 1.856
H 3.624 -1.252 2.826
H 3.613 -2.395 1.624
H 3.220 1.444 -2.534
H 3.862 2.915 -1.633
H 2.385 2.262 -1.186
C -2.005 -0.233 -4.293
O -0.723 0.169 -4.772
C 0.281 0.312 -3.875
O 0.080 0.480 -2.696
O 1.485 0.423 -4.436
C 1.595 0.841 -5.812
H -2.019 -1.212 -3.813
H -2.844 -0.021 -4.948
H -2.241 0.390 -3.424
H 0.785 0.553 -6.479
H 2.580 0.490 -6.103
H 1.513 1.929 -5.829
*
```

=====

# 4
This record from the OMol25 dataset describes a single C4H7N3O2 molecule. The level of theory is ωB97M-V/def2-TZVPD.

Calculated values
LUMO energy ... 0.9 eV
E_HOMO ... -9.03 eV
Structure (SMILES) ... N/N=C(/OC=O)[C@H]1CN1

ORCA input file:
```
! RIJCOSX wB97M-V def2-TZVPD def2/J DEFGRID3
* xyz 0 1
C 0.123 -0.318 0.433
C -1.313 -2.047 0.999
C -0.569 0.814 -0.138
C 0.127 1.201 -1.562
H 2.817 0.165 1.738
H 1.876 1.609 0.907
H -1.820 -3.041 0.607
H -1.078 1.491 0.506
H 0.949 0.664 -1.971
H -0.151 2.277 -1.957
H -0.996 -0.474 -1.920
N 2.184 0.540 0.872
N 1.253 -0.420 0.869
N -1.190 0.506 -1.506
O -0.260 -1.557 0.257
O -1.951 -1.410 1.866
*
```

=====

# 5
This record from the OMol25 dataset describes a molecular structure, C37H31F4N10S2Sn. The level of theory is ωB97M-V/def2-TZVPD.

Calculated values
LUMO energy (spin up / spin down) ... 0.0 / 1.4 eV
E_HOMO (spin up / spin down) ... -4.29 / -4.54 eV

ORCA input file:
```
! RIJCOSX wB97M-V def2-TZVPD def2/J DEFGRID3
* xyz -1 1
Sn -0.861 -0.470 -0.564
C 3.999 0.773 -4.388
S 2.437 -0.070 -4.700
C 1.734 -0.200 -3.088
S 0.224 -1.034 -3.110
N 2.400 0.313 -2.126
N 1.697 0.255 -0.943
C 2.317 0.795 0.017
C 1.706 0.978 1.339
C 2.445 1.629 2.324
C 1.868 1.848 3.561
C 0.570 1.417 3.776
C -0.087 0.774 2.734
N 0.457 0.550 1.546
H 4.588 0.661 -5.298
H 4.514 0.311 -3.551
H 3.842 1.828 -4.174
H 3.321 1.194 -0.135
H 3.463 1.935 2.118
H 2.425 2.344 4.345
H 0.073 1.567 4.725
H -1.100 0.415 2.864
C -5.238 -0.055 -2.211
C -5.128 0.997 -1.104
C -3.983 1.975 -1.390
C -5.042 0.373 0.273
C -6.047 0.613 1.195
C -6.036 0.041 2.459
C -4.997 -0.815 2.805
C -3.968 -1.094 1.924
C -2.884 -2.099 2.261
C -2.644 -2.290 3.754
C -3.199 -3.445 1.595
C -3.955 -0.481 0.622
N -2.975 -0.724 -0.245
H -5.326 0.429 -3.187
H -6.115 -0.686 -2.062
H -4.352 -0.693 -2.220
H -6.058 1.575 -1.108
H -3.027 1.449 -1.468
H -3.893 2.719 -0.596
H -4.161 2.501 -2.331
H -6.866 1.266 0.915
H -6.831 0.251 3.163
H -5.003 -1.276 3.785
H -1.953 -1.740 1.810
H -3.494 -2.775 4.240
H -2.464 -1.341 4.265
H -1.773 -2.931 3.908
H -4.165 -3.819 1.947
H -2.431 -4.184 1.833
H -3.238 -3.335 0.513
N 0.498 6.315 -1.842
C 0.144 5.010 -1.571
C 0.306 4.004 -2.524
C -0.025 2.706 -2.188
N -0.499 2.351 -0.993
C -0.648 3.313 -0.085
C -0.348 4.640 -0.317
H 0.586 6.577 -2.808
H 0.120 7.029 -1.244
H 0.690 4.229 -3.511
H 0.101 1.904 -2.910
H -1.030 3.002 0.882
H -0.487 5.377 0.465
F 4.387 -4.928 -1.821
C 4.328 -3.896 -0.977
C 5.478 -3.214 -0.720
F 6.594 -3.627 -1.326
C 5.537 -2.065 0.117
C 4.290 -1.743 0.714
C 3.145 -2.423 0.456
F 2.048 -2.067 1.125
C 3.072 -3.523 -0.438
C 1.851 -4.151 -0.764
C 0.629 -3.498 -0.513
N -0.340 -2.914 -0.283
C 1.746 -5.399 -1.440
N 1.603 -6.419 -1.957
F 4.234 -0.749 1.606
C 6.707 -1.315 0.334
C 6.705 -0.070 1.027
N 6.745 0.955 1.553
C 7.990 -1.693 -0.153
N 9.058 -1.936 -0.512
*
```

=====

# 6
This record from the OMol25 dataset describes a molecular structure, C11H15IN5RhS3SbSi. The level of theory is ωB97M-V/def2-TZVPD.

Calculated values
LUMO energy (spin up / spin down) ... 4.5 / 3.4 eV
E_HOMO (spin up / spin down) ... -2.03 / -2.26 eV

ORCA input file:
```
! RIJCOSX wB97M-V def2-TZVPD def2/J DEFGRID3
* xyz -2 2
Rh 0.845 -1.040 0.261
C 1.934 0.922 3.175
C 0.869 1.490 2.290
C 0.234 2.692 2.539
C -0.740 3.129 1.628
C -1.063 2.388 0.522
C -0.384 1.156 0.317
N 0.560 0.777 1.208
N -0.535 0.237 -0.638
Si -1.781 0.161 -1.834
C -1.357 1.152 -3.372
C -3.420 0.859 -1.208
C -2.136 -1.589 -2.343
H 2.063 1.530 4.072
H 2.878 0.872 2.629
H 1.682 -0.102 3.450
H 0.494 3.273 3.413
H -1.254 4.068 1.805
H -1.818 2.716 -0.176
H -1.351 2.227 -3.170
H -2.095 0.954 -4.156
H -0.373 0.882 -3.760
H -3.490 1.947 -1.280
H -3.582 0.575 -0.165
H -4.231 0.433 -1.806
H -1.335 -2.021 -2.943
H -3.067 -1.616 -2.920
H -2.242 -2.221 -1.458
S 3.743 -1.838 -3.998
Sb 1.992 -1.012 -2.776
S 1.071 -2.679 -1.386
S 2.557 0.178 -0.850
I -1.195 -2.091 1.639
N 3.694 -5.716 3.218
C 3.714 -4.675 2.702
N 3.890 -3.504 2.139
C 2.967 -2.698 1.762
N 2.261 -1.814 1.473
*
```

=====

Number 1: F_max 0.05403 Eh/bohr. Number 2: F_max 0.07342 Eh/bohr. Number 3: F_max 0.06446 Eh/bohr. Number 4: F_max 0.14686 Eh/bohr. Number 5: F_max 0.02994 Eh/bohr. Number 6: F_max 0.03180 Eh/bohr.